Entry 1:
{
  "formula": "C9H10NO3S",
  "method": "ωB97M-V/def2-TZVPD",
  "species": ["C", "C", "C", "C", "C", "C", "C", "C", "C", "N", "O", "O", "O", "S", "H", "H", "H", "H", "H", "H", "H", "H", "H", "H"],
  "positions_angstrom": [[-3.848, -0.204, 0.271], [-3.666, 1.117, 0.714], [-2.822, -1.006, -0.257], [-2.396, 1.692, 0.699], [-1.539, -0.444, -0.235], [-1.350, 0.889, 0.242], [0.590, -0.065, -0.243], [-0.034, -2.275, -1.111], [4.460, 1.526, 0.230], [-0.369, -1.028, -0.512], [1.789, -0.228, -0.337], [5.394, -0.642, 1.459], [-0.006, 1.113, 0.002], [5.451, 0.058, 0.176], [-4.886, -0.691, 0.237], [-4.555, 1.513, 1.166], [-2.842, -1.966, -0.871], [-2.282, 2.662, 1.180], [1.068, -2.389, -1.005], [-0.735, -3.069, -0.766], [-0.128, -2.124, -2.198], [3.487, 1.350, -0.117], [4.388, 1.758, 1.312], [4.832, 2.453, -0.035]],
  "forces_ev_per_a": [[-1.0, -3.3, -1.8], [0.7, -1.3, 0.3], [-0.4, -0.1, -1.0], [0.6, 0.2, 0.5], [-1.4, -0.7, 0.6], [0.6, -0.1, -0.9], [4.0, -0.2, -1.1], [0.3, -0.7, -1.1], [-0.2, -0.6, 3.3], [-1.1, 1.6, 0.8], [-2.4, 0.3, 0.3], [-0.4, -0.4, 1.5], [-1.0, 1.5, 1.7], [1.0, 0.3, -2.2], [1.6, 1.1, 0.2], [0.1, 0.9, 0.0], [-0.9, 1.1, 1.5], [0.4, -0.1, -0.5], [-0.9, -0.5, 0.6], [1.0, 0.4, -0.1], [-0.3, -0.3, 0.2], [-1.3, -0.2, -0.7], [-0.3, -0.6, -0.1], [1.3, 1.5, -1.7]],
  "mulliken_charge": [-0.42, -0.36, -0.62, -0.80, 0.94, 0.65, 0.47, -0.86, -0.77, 0.22, -0.48, -0.42, -0.29, 0.32, 0.33, 0.45, 0.31, 0.43, 0.31, 0.32, 0.40, 0.13, 0.30, 0.46],
  "e_tot_ev": -27952.8194,
  "total_charge": 1,
  "orbital_gap_ev": [8.0, 2.4],
  "e_above_lowest_kj_mol": 116.9,
  "mol_weight_g_mol": 212.25
}

Entry 2:
{
  "formula": "C5H9N",
  "method": "ωB97M-V/def2-TZVPD",
  "species": ["C", "C", "C", "N", "C", "C", "H", "H", "H", "H", "H", "H", "H", "H", "H"],
  "positions_angstrom": [[1.753, -0.090, -0.120], [0.218, -0.122, -0.136], [-0.699, -0.085, 1.099], [-1.780, 0.468, 0.210], [-0.669, 1.038, -0.624], [-0.114, -1.303, -1.003], [2.142, -0.028, -1.142], [2.162, -0.998, 0.341], [2.112, 0.775, 0.447], [-0.902, -1.034, 1.612], [-0.458, 0.691, 1.838], [-0.408, 2.014, -0.196], [-0.855, 1.124, -1.698], [-2.144, -0.318, -0.342], [-0.358, -2.131, -0.285]],
  "forces_ev_per_a": [[0.0, 0.0, 0.0], [0.0, -0.1, -0.2], [-0.1, -0.2, 0.2], [-0.1, 0.1, 0.1], [0.0, 0.2, -0.2], [0.2, -0.2, 0.5], [-0.1, 0.0, 0.2], [-0.1, 0.2, 0.0], [-0.1, -0.1, 0.0], [-0.1, 0.2, -0.1], [0.1, -0.2, -0.1], [0.1, -0.2, -0.2], [0.0, 0.0, 0.2], [-0.1, 0.2, 0.3], [0.2, 0.1, -0.4]],
  "mulliken_charge": [-1.54, 1.28, -0.65, -0.55, -0.63, -0.75, 0.39, 0.37, 0.35, 0.29, 0.31, 0.30, 0.30, 0.32, 0.23],
  "e_tot_ev": -6815.5288,
  "total_charge": 0,
  "orbital_gap_ev": [8.3, 8.3],
  "e_above_lowest_kj_mol": 527.4,
  "mol_weight_g_mol": 83.13
}

Entry 3:
{
  "formula": "C6H8O2",
  "method": "ωB97M-V/def2-TZVPD",
  "species": ["C", "C", "O", "C", "C", "C", "O", "C", "H", "H", "H", "H", "H", "H", "H", "H"],
  "positions_angstrom": [[-0.054, -0.849, -1.517], [-0.316, 0.442, -0.729], [-0.600, 1.631, -1.470], [0.379, 0.822, 0.515], [1.066, -0.093, 1.399], [0.249, -1.064, 1.733], [-1.108, -0.836, 1.288], [-1.070, 0.437, 0.557], [0.135, -1.671, -0.723], [-0.971, -0.986, -2.108], [0.772, -0.708, -2.260], [0.283, 1.844, -1.906], [0.747, 1.898, 0.459], [2.096, 0.102, 1.816], [0.386, -1.957, 2.295], [-1.992, 0.989, 0.652]],
  "forces_ev_per_a": [[-0.1, 0.4, 0.9], [0.1, -0.9, -1.0], [1.7, -0.6, -0.8], [1.3, 3.6, 0.5], [2.2, 0.1, 0.6], [-2.5, 0.2, -0.3], [2.0, 0.7, -0.3], [-0.6, -1.6, 0.2], [-0.3, 1.1, -1.9], [0.3, -0.6, 0.3], [-0.4, -0.3, 0.9], [-1.8, -0.1, 0.7], [-0.7, -1.4, 0.4], [-1.3, -0.6, -0.8], [-0.1, -0.4, 0.4], [0.1, 0.3, 0.3]],
  "mulliken_charge": [-1.24, 0.75, -0.56, -0.05, -0.28, -0.70, -0.41, -0.38, 0.25, 0.30, 0.34, 0.39, 0.42, 0.32, 0.42, 0.43],
  "e_tot_ev": -10444.0338,
  "total_charge": 0,
  "orbital_gap_ev": 9.4,
  "e_above_lowest_kj_mol": 259.8,
  "mol_weight_g_mol": 112.13
}

Entry 4:
{
  "formula": "F2H12O6Pb",
  "method": "ωB97M-V/def2-TZVPD",
  "species": ["Pb", "F", "F", "O", "H", "H", "O", "H", "H", "O", "H", "H", "O", "H", "H", "O", "H", "H", "O", "H", "H"],
  "positions_angstrom": [[19.067, 4.522, 22.596], [20.007, 5.593, 24.657], [21.212, 5.017, 21.855], [18.674, 3.128, 24.731], [17.903, 3.102, 25.304], [19.431, 3.010, 25.318], [18.565, 7.123, 22.163], [18.966, 7.817, 21.629], [17.715, 7.479, 22.430], [16.875, 2.923, 21.870], [17.176, 2.437, 21.095], [15.983, 2.598, 22.032], [16.489, 5.638, 23.598], [15.834, 5.465, 24.281], [16.190, 6.452, 23.184], [19.785, 2.049, 22.374], [20.315, 1.864, 23.158], [20.359, 1.821, 21.632], [18.847, 4.881, 20.078], [19.695, 5.115, 19.674], [18.207, 4.878, 19.358]],
  "forces_ev_per_a": [[2.4, 2.2, 1.8], [-0.7, -0.8, -1.1], [-1.3, -0.6, -0.2], [-0.1, -1.0, 0.4], [0.0, 0.1, 0.0], [0.0, 0.6, 0.1], [-0.3, 0.3, -0.3], [0.2, -0.1, 0.0], [0.1, 0.1, 0.2], [-0.4, -0.2, -0.3], [0.1, -0.1, 0.1], [0.0, 0.0, 0.0], [-0.3, 0.0, 0.0], [0.1, 0.0, 0.1], [-0.2, 0.0, 0.0], [0.2, -0.6, -0.2], [0.0, 0.0, 0.0], [0.1, 0.2, 0.0], [0.0, 0.0, -1.1], [0.2, 0.0, 0.3], [-0.1, 0.0, 0.0]],
  "mulliken_charge": [1.46, -0.82, -0.81, -0.49, 0.22, 0.29, -0.45, 0.25, 0.23, -0.51, 0.27, 0.25, -0.48, 0.25, 0.24, -0.57, 0.32, 0.31, -0.50, 0.30, 0.25],
  "e_tot_ev": -23162.5586,
  "total_charge": 0,
  "orbital_gap_ev": 7.9,
  "e_above_lowest_kj_mol": 75.1,
  "mol_weight_g_mol": 353.29
}